{
  "formula": "C2H2ClFO2",
  "method": "ωB97M-V/def2-TZVPD",
  "lumo_energy_ev": -0.35,
  "de_lowest_ev": 1.816,
  "homo_lumo_gap_ev": 10.602,
  "largest_force_ev_per_a": 5.39,
  "e_tot_ha": -787.888597,
  "species": ["C", "C", "O", "O", "F", "Cl", "H", "H"],
  "positions_angstrom": [[0.953, -0.290, -0.289], [-0.537, -0.159, -0.090], [1.568, -1.249, -0.587], [-0.908, 0.840, 0.702], [-1.010, -1.346, 0.223], [1.864, 1.272, -0.217], [-1.276, 0.173, -1.331], [-0.654, 0.759, 1.589]],
  "atomic_forces_ev_per_a": [[1.640, 0.584, -1.116], [-2.232, 1.668, -4.616], [-0.605, -0.393, 0.280], [-1.430, 1.134, -1.059], [-0.537, -1.512, 0.882], [-0.556, -0.194, 0.184], [2.865, -0.914, 3.348], [0.855, -0.374, 2.096]]
}